1.
Formula: C39H61Br2F5NO15PS5
Source: OMol25
Level of theory: the ωB97M-V functional and the def2-TZVPD basis

Values from the calculation:
M: 1230.02 Da
Energy: -10684.6932 hartree
E_HOMO: -8.41 eV
Orbital gap: 7.16 eV
Largest force on an atom: 0.2170 Eh/bohr

Each line ends with the Mulliken charge.
Element x y z (Å)
Br -0.9344 -3.9776 5.6839  -0.02
Br -2.7023 -6.4727 5.8923  -0.10
S -3.5689 2.3257 0.6123  -0.38
S 1.0351 5.5025 -1.0032  1.40
S -1.4965 6.7790 3.2954  1.24
S 5.1951 -2.5880 -4.2361  1.28
S -5.7464 -2.5100 1.1127  1.21
P -3.9238 1.5215 2.3913  0.14
F -0.2367 -4.6136 2.8864  -0.30
F -2.7296 -6.7696 2.9703  -0.23
F -0.5741 -7.0166 4.0987  -0.24
F -5.7134 -3.1225 2.7196  -0.28
F -0.9937 2.7923 3.0266  -0.18
O 1.9055 5.3026 0.1364  -0.71
O 0.6013 4.4085 -1.8491  -0.72
O -2.9130 6.8618 3.0073  -0.76
O -6.4216 -3.6400 0.2416  -0.59
O -1.2628 0.6193 1.8289  0.57
O -4.0934 1.2107 5.7137  -0.51
O 1.4742 -1.3039 2.0568  -0.31
O 1.6170 -5.3594 -1.3923  -0.43
O -0.4861 6.9229 2.2664  -0.71
O -6.6692 -1.2403 0.9775  -0.56
O 5.5641 -1.9159 -3.0062  -0.73
O -3.0193 -1.6850 -1.8766  -0.22
O -3.3493 -1.0229 0.8579  0.17
O 1.1068 -1.1057 4.4224  -0.59
O 3.8723 -3.1349 -4.4533  -0.70
N -2.0590 0.2261 4.1882  -0.43
C -4.3327 -1.9035 -1.2674  -1.05
C 1.3247 1.3514 0.1271  -0.48
C -1.3434 7.0804 5.8866  -0.65
C -2.4225 -5.4742 -3.8056  -0.47
C 0.8976 1.1527 3.2290  -0.59
C 0.7333 7.9596 -1.9646  -0.67
C -2.6375 -3.7607 3.1403  -0.27
C -2.6120 -2.7545 -2.7903  0.56
C -1.8655 -6.2470 4.0657  0.71
C -2.9624 -4.3484 -2.6924  -0.17
C 2.4977 -0.7501 -2.3856  -0.50
C 0.0051 7.8740 -0.6241  -0.55
C 0.5402 0.2016 -0.8006  0.95
C 6.7863 -2.2234 -6.3308  -0.63
C -0.7223 5.7138 5.6015  -0.79
C -4.0594 -2.2077 0.3513  0.42
C 2.0214 -2.3421 -2.5116  0.72
C 1.7232 6.7974 -2.0237  -0.82
C 2.6052 -4.4350 -0.8053  -0.51
C -1.0105 -3.3303 -5.1726  -0.45
C -1.1903 5.2777 4.2141  0.28
C 6.3952 -3.8605 -4.5768  -0.82
C 0.2992 -5.2131 -0.7383  0.17
C -1.4552 -4.9304 -5.0187  -0.35
C -1.6253 -2.2943 -4.0598  -0.30
C -2.9620 -1.1573 2.2703  -1.08
C -1.1243 7.9040 4.6263  -0.77
C -1.4103 -4.6565 3.8285  -0.29
C 1.1517 -0.4657 3.2218  0.36
C 0.3103 2.3480 0.9336  -1.08
C -3.1401 0.5697 4.9818  0.69
C -1.8991 -2.3654 2.5876  0.95
C 5.6138 -1.5447 -5.6246  -0.80
C 6.6747 -3.7241 -6.0661  -0.56
C 1.1723 0.2503 -2.3484  -0.10
C -2.3960 0.3547 2.7174  -0.11
C -0.3979 6.4154 -0.4660  0.00
C 3.1626 -3.3703 -1.9324  -0.24
C -0.3609 1.6643 2.3055  0.80
H 3.2082 -0.4430 -3.2758  0.04
H -3.6546 -4.7262 -1.8050  0.23
H 0.6749 1.4949 4.3310  0.35
H -4.9208 -0.8652 -1.2781  0.36
H 1.8906 -2.5677 -3.6676  0.12
H 0.3710 5.8008 5.6116  0.36
H 0.4152 -0.1794 -3.1378  -0.25
H -3.8931 -1.3401 2.9949  0.73
H 2.2122 -3.9344 0.1824  0.13
H -0.9997 4.9767 6.3615  0.35
H 0.1233 -4.0979 -0.4267  -0.19
H 4.7379 -1.4794 -6.2758  0.40
H -1.3029 -1.1506 -4.1677  0.18
H 1.8571 1.7062 2.8426  0.44
H -5.0118 -2.7011 -1.7822  0.50
H 3.6671 -4.0077 -2.7928  -0.02
H -0.0764 8.2030 4.5285  0.33
H -2.7575 -6.5897 -3.6658  0.32
H -2.1265 4.7152 4.2660  0.10
H -1.3756 -2.6404 1.5632  -0.55
H 5.9923 -4.8371 -4.3030  0.37
H 0.9637 -2.5337 -1.9997  -0.24
H -5.1600 0.7894 2.2399  0.12
H 7.7315 -1.8496 -5.9187  0.30
H 7.5860 -4.2562 -6.3544  0.37
H 0.7416 -0.8908 -0.4226  -0.71
H 3.0638 -0.6198 -1.3688  0.20
H -1.2264 6.1611 -1.1338  0.49
H -0.8922 7.5570 6.7617  0.38
H -0.4284 4.6863 3.7001  -0.20
H -0.6227 2.5330 0.2123  0.11
H 1.2440 8.9198 -2.0871  0.34
H -3.1610 -4.3392 2.2673  0.32
H -2.4170 6.9657 6.0786  0.28
H 0.1769 -5.9231 0.2097  0.22
H 0.6034 -1.5762 1.6429  0.06
H 2.1682 0.8569 0.7690  0.17
H -1.0540 -5.7086 -5.8067  0.26
H 1.4450 1.3354 -2.6948  0.33
H 3.5478 -5.0992 -0.4973  0.34
H 1.8894 2.0315 -0.6756  0.41
H 7.2903 -3.6430 -3.9865  0.41
H 5.8414 -4.1405 -6.6445  0.28
H 0.0067 7.8672 -2.7809  0.31
H -3.9866 2.6329 3.3052  0.10
H -0.5945 0.4724 -0.8977  0.02
H -3.4025 -3.2038 0.3878  -0.05
H 0.8221 3.3783 1.1486  0.16
H 6.7846 -2.0002 -7.4023  0.32
H -0.6477 6.1477 0.5621  -0.29
H 5.8838 -0.5493 -5.2627  0.37
H 1.8487 6.4274 -3.0445  0.34
H 0.6850 8.1657 0.1853  0.25
H -0.5057 -5.6055 -1.5205  -0.01
H -0.2857 -3.0185 -6.0519  0.33
H -1.0948 -2.1065 3.4135  -0.02
H 4.0278 -2.7472 -1.4198  0.28
H -0.8644 8.5370 -0.5912  0.41
H -3.4238 -3.3981 3.9617  0.32
H 2.6946 7.0773 -1.6068  0.38
H -1.7725 8.7800 4.5675  0.42

---

2.
Formula: C39H61N2OP2PtSi
Source: OMol25
Level of theory: the ωB97M-V functional and the def2-TZVPD basis

Values from the calculation:
Net charge: +1
M: 859.04 Da
Energy: -2798.9362 hartree
E_HOMO: -9.85 eV
Orbital gap: 7.19 eV
Largest force on an atom: 0.0224 Eh/bohr

Each line ends with the Mulliken charge.
Element x y z (Å)
Pt -0.6799 -0.7551 -0.0245  0.97
P 1.4680 -1.5594 0.1608  -0.14
P -1.1090 1.6064 0.1683  -0.31
Si -0.5933 -0.6375 2.2517  1.14
O -2.7641 -1.1818 -0.9657  -0.59
N -4.7599 -2.1946 -0.7565  -0.16
N -2.8433 -3.2493 -0.0140  -0.18
C 2.8131 -0.3719 0.5161  1.10
C -0.3297 2.2458 -1.3668  1.43
C 1.0826 -3.8926 -1.3114  -0.72
C -2.6040 2.6322 0.4267  0.14
C 2.2508 -3.6324 1.9675  -0.44
C 1.2597 -3.8522 4.1484  -0.88
C 3.0732 -3.0135 -3.4159  -1.05
C 0.1916 4.1045 -2.9741  -0.85
C 0.5518 -2.0617 2.6704  0.39
C -0.0517 2.0771 1.5904  0.24
C -5.6411 -3.2802 -0.3743  -1.06
C 1.2627 -4.5823 -2.6764  -0.88
C 2.1528 -4.2951 3.1855  -1.01
C 1.2083 3.6297 2.9419  -0.82
C -0.6167 3.7055 -1.7379  -0.60
C 1.4507 -2.5250 1.7051  -0.26
C 5.2063 -0.0994 1.2259  -0.91
C 1.4165 2.6341 3.8925  -0.96
C -0.1031 3.1842 -4.1547  -0.90
C -2.0807 -0.8477 3.3143  -1.50
C 0.1528 1.0677 2.5424  0.61
C 2.7061 -4.4808 -3.1524  -0.75
C -0.6547 1.3181 -2.5559  -0.34
C -4.9711 3.9473 0.9037  -0.78
C -3.2114 2.3884 1.8163  -0.12
C -3.6781 2.3868 -0.6400  -0.42
C 4.1811 -1.0580 0.6022  -1.01
C -3.4231 -2.1710 -0.5875  0.49
C 2.3421 -2.0473 -2.4627  -0.50
C 4.2905 1.3986 -0.5882  -1.37
C 0.4648 3.3567 1.8035  -0.74
C -4.6919 2.8075 1.8770  -0.81
C 2.8666 0.8526 -0.4309  0.48
C 0.4573 -2.7485 3.8842  -0.62
C -4.7621 3.4753 -0.5460  -0.92
C 0.8791 1.3696 3.7003  -0.38
C 5.0200 1.3536 0.7502  -0.77
C 2.0776 -2.7315 -1.1137  0.61
C 0.1449 1.7208 -3.7941  -0.76
H -0.2485 -2.4213 4.6397  0.42
H 1.2596 4.0504 -2.7318  0.32
H -3.3678 -4.0413 0.3067  0.22
H 0.7398 2.1470 -1.1825  -0.31
H 5.1167 -0.1466 2.3134  0.31
H -4.1055 1.3943 -0.4645  0.18
H -4.4835 4.3243 -1.1740  0.26
H -0.4363 0.2711 -2.3056  -0.35
H -5.5119 -4.1642 -1.0021  0.32
H 2.5483 -0.0079 1.5153  0.17
H -0.1198 1.0736 -4.6323  0.49
H -2.9140 -0.2209 3.0110  0.45
H -2.2707 3.6739 0.3596  0.84
H -1.7252 1.3571 -2.7799  0.33
H -1.8598 -3.1866 0.2036  -0.10
H 0.6118 -4.1086 -3.4180  0.33
H -4.2998 4.7812 1.1297  0.31
H 2.8629 -5.0736 -4.0539  0.48
H 1.3802 -1.7383 -2.8880  0.30
H -5.1228 -1.4178 -1.2817  0.28
H -2.6314 2.9275 2.5679  0.52
H -1.6839 3.8297 -1.9497  0.30
H 0.2933 4.1465 1.0829  0.29
H -5.4911 -3.5545 0.6711  0.34
H 1.2018 -4.6147 -0.5011  0.43
H 2.8247 -2.7482 -4.4454  0.48
H 0.5072 3.4691 -5.0132  0.44
H 2.7690 -5.1645 3.3756  0.46
H -2.4269 -1.8836 3.3477  0.40
H 4.2419 2.4204 -0.9683  0.57
H 6.2104 -0.4510 0.9819  0.48
H 2.9395 -4.0101 1.2200  0.42
H 5.9873 1.8506 0.6782  0.50
H 1.6150 4.6209 3.0971  0.44
H 4.8443 0.8176 -1.3326  0.38
H 4.4994 -1.3567 -0.4009  0.35
H 4.1340 -1.9650 1.2058  0.18
H 2.9412 -1.1441 -2.3496  -0.02
H 1.2136 1.5692 -3.5970  0.18
H -6.6678 -2.9398 -0.4748  0.33
H -0.0204 5.1422 -3.2374  0.47
H 1.0504 0.6026 4.4505  0.42
H 1.9949 2.8472 4.7826  0.42
H -5.9845 4.3270 1.0339  0.47
H -0.3761 4.3770 -0.9131  0.10
H 3.0273 -3.1341 -0.7449  0.87
H 4.1519 -2.8783 -3.3114  0.31
H 0.0653 -3.4995 -1.2340  -0.15
H -5.6995 3.0850 -0.9480  0.45
H 2.2367 1.6324 -0.0006  -0.04
H -1.1497 3.3067 -4.4562  0.29
H 4.4347 1.9175 1.4842  0.30
H 0.9448 -5.6230 -2.6057  0.49
H 1.1773 -4.3697 5.0956  0.44
H -4.9523 3.0918 2.8968  0.52
H -5.3313 1.9574 1.6194  0.30
H 2.4526 0.6167 -1.4134  -0.40
H -1.7773 -0.5447 4.3226  0.45
H -3.2598 2.3609 -1.6467  0.00
H 3.3655 -4.9039 -2.3880  0.31
H -3.1278 1.3302 2.0526  -0.85